Record 1
{
  "formula": "C19H48CuN2O7",
  "method": "ωB97M-V/def2-TZVPD",
  "lumo_ev": [0.72, -0.63],
  "spin_multiplicity": 2,
  "homo_lumo_gap_ev": [8.3, 6.8],
  "homo_energy_ev": [-7.6, -7.4],
  "species": ["Cu", "C", "C", "O", "H", "H", "H", "H", "H", "C", "C", "C", "O", "H", "H", "H", "H", "H", "H", "H", "C", "O", "C", "C", "N", "C", "C", "O", "C", "H", "H", "H", "H", "H", "H", "H", "H", "H", "H", "H", "H", "H", "H", "H", "C", "O", "C", "C", "N", "C", "C", "O", "C", "H", "H", "H", "H", "H", "H", "H", "H", "H", "H", "H", "H", "H", "H", "H", "C", "C", "O", "H", "H", "H", "H", "H", "H"],
  "coordinates": [[0.628, -0.882, 0.662], [1.900, -3.228, -2.882], [2.366, -2.909, -1.428], [1.298, -2.624, -0.610], [2.707, -3.392, -3.596], [1.367, -2.377, -3.306], [1.172, -4.035, -2.968], [3.167, -2.184, -1.281], [2.875, -3.856, -1.247], [1.221, 0.368, 4.333], [0.300, 1.242, 3.518], [0.733, 2.669, 3.534], [0.145, 0.744, 2.228], [2.280, 0.553, 4.154], [1.028, -0.705, 4.323], [1.069, 0.704, 5.358], [-0.680, 1.179, 3.991], [1.719, 2.732, 3.073], [0.757, 3.110, 4.531], [0.087, 3.348, 2.977], [-1.105, 3.376, -3.627], [-0.687, 2.181, -2.982], [0.634, 1.695, -3.337], [0.992, 0.571, -2.387], [0.816, 0.765, -0.948], [1.777, 1.624, -0.438], [3.064, 0.873, 0.109], [2.741, -0.352, 0.794], [3.722, -1.097, 1.427], [-2.166, 3.585, -3.490], [-0.947, 3.239, -4.696], [-0.602, 4.280, -3.286], [1.383, 2.475, -3.200], [0.614, 1.396, -4.385], [2.040, 0.293, -2.499], [0.695, -0.410, -2.759], [-0.066, 1.255, -0.906], [1.344, 2.240, 0.350], [2.303, 2.312, -1.100], [3.488, 1.496, 0.897], [3.828, 0.565, -0.605], [4.615, -0.997, 0.810], [3.374, -2.128, 1.353], [3.813, -0.788, 2.468], [1.280, -3.386, 2.777], [0.323, -2.395, 2.406], [-1.064, -2.900, 2.120], [-1.932, -1.776, 1.741], [-1.630, -1.255, 0.353], [-2.089, -2.134, -0.757], [-2.486, -1.341, -2.034], [-3.765, -0.888, -2.016], [-4.075, -0.012, -2.993], [2.026, -2.804, 3.319], [1.666, -3.890, 1.891], [0.832, -4.087, 3.481], [-1.403, -3.326, 3.065], [-1.002, -3.690, 1.371], [-1.690, -1.094, 2.556], [-2.999, -1.954, 1.877], [-2.169, -0.422, 0.164], [-3.033, -2.580, -0.446], [-1.314, -2.878, -0.944], [-2.131, -1.875, -2.915], [-1.807, -0.488, -2.046], [-3.693, 0.982, -2.760], [-5.159, 0.028, -2.887], [-3.814, -0.297, -4.013], [-2.348, 3.774, 0.491], [-2.689, 2.278, 0.320], [-1.551, 1.504, 0.019], [-1.878, 4.187, -0.402], [-1.596, 3.921, 1.266], [-3.219, 4.399, 0.685], [-3.324, 2.098, -0.548], [-3.155, 1.815, 1.189], [-0.921, 1.579, 0.739]]
}


Record 2
{
  "formula": "C13H31Cl3N2O3PSi2",
  "method": "ωB97M-V/def2-TZVPD",
  "lumo_ev": -2.37,
  "total_charge": 1,
  "homo_lumo_gap_ev": 7.4,
  "homo_energy_ev": -9.8,
  "species": ["C", "C", "Cl", "C", "Cl", "Si", "O", "Cl", "O", "Si", "N", "P", "C", "O", "H", "H", "H", "H", "H", "H", "H", "H", "H", "H", "H", "C", "C", "C", "C", "N", "C", "C", "C", "C", "C", "H", "H", "H", "H", "H", "H", "H", "H", "H", "H", "H", "H", "H", "H", "H", "H", "H", "H", "H", "H"],
  "coordinates": [[-0.479, -2.905, -0.499], [-0.969, -2.404, 0.826], [-2.705, -2.394, 0.993], [-0.208, -1.964, 1.828], [1.508, -1.863, 1.491], [-0.685, -1.307, 3.515], [-1.180, 0.239, 3.302], [-2.211, -2.352, 4.371], [0.614, -1.346, 4.468], [1.396, -2.485, 5.397], [1.818, -1.651, 6.846], [3.357, -3.388, 4.769], [4.199, -1.964, 3.966], [3.003, -4.333, 3.428], [-1.307, -3.162, -1.155], [0.138, -3.794, -0.353], [0.158, -2.156, -0.979], [-2.048, 0.461, 3.646], [0.461, -3.634, 5.566], [2.256, -2.254, 7.536], [1.028, -1.213, 7.310], [3.941, -1.901, 2.909], [3.909, -1.037, 4.466], [5.277, -2.080, 4.062], [2.121, -4.713, 3.458], [0.863, 1.847, -0.232], [-0.655, 1.988, -0.182], [-1.398, 0.909, -0.969], [-1.096, 0.723, -2.450], [-1.480, 1.853, -3.394], [-0.473, 2.982, -3.351], [0.627, 2.547, -4.294], [-0.154, 1.953, -5.469], [-1.412, 1.345, -4.837], [-2.848, 2.348, -3.077], [1.280, 1.900, -1.241], [1.341, 2.628, 0.358], [1.154, 0.884, 0.189], [-0.966, 2.994, -0.485], [-0.979, 1.890, 0.855], [-2.475, 1.012, -0.823], [-1.146, -0.061, -0.528], [-1.655, -0.143, -2.803], [-0.039, 0.529, -2.627], [-0.984, 3.869, -3.728], [-0.165, 3.153, -2.327], [1.268, 1.799, -3.824], [1.260, 3.383, -4.581], [0.416, 1.207, -6.018], [-0.432, 2.736, -6.173], [-1.394, 0.259, -4.806], [-2.324, 1.660, -5.336], [-2.844, 2.820, -2.099], [-3.543, 1.510, -3.085], [-3.135, 3.075, -3.833]]
}


Record 3
{
  "formula": "C11H27N4O4",
  "method": "ωB97M-V/def2-TZVPD",
  "lumo_ev": -2.94,
  "total_charge": 1,
  "homo_lumo_gap_ev": 8.7,
  "homo_energy_ev": -11.6,
  "species": ["C", "N", "N", "C", "N", "C", "N", "H", "H", "H", "H", "H", "H", "H", "C", "O", "C", "C", "O", "C", "H", "H", "H", "H", "H", "H", "H", "H", "H", "H", "C", "O", "C", "C", "O", "C", "H", "H", "H", "H", "H", "H", "H", "H", "H", "H"],
  "coordinates": [[-0.295, 2.381, 0.587], [-1.728, 2.588, 0.356], [-2.305, 3.792, 0.601], [-3.595, 3.607, 0.328], [-3.899, 2.393, -0.099], [-2.682, 1.754, -0.058], [-2.401, 0.491, -0.354], [-0.099, 1.368, 0.977], [0.133, 3.136, 1.264], [0.206, 2.439, -0.401], [-1.823, 4.622, 0.923], [-4.352, 4.383, 0.450], [-1.500, 0.116, -0.093], [-3.122, -0.080, -0.775], [1.438, -1.673, 3.296], [0.682, -2.365, 2.312], [-0.081, -3.438, 2.862], [-1.535, -3.050, 3.038], [-1.690, -2.033, 4.023], [-1.854, -0.755, 3.453], [1.786, -0.737, 2.859], [0.843, -1.444, 4.183], [2.309, -2.269, 3.584], [0.350, -3.777, 3.808], [-0.023, -4.267, 2.150], [-2.094, -3.922, 3.388], [-1.971, -2.736, 2.083], [-2.870, -0.654, 3.051], [-1.123, -0.567, 2.659], [-1.714, -0.011, 4.238], [3.295, -0.868, -4.761], [3.163, 0.506, -4.421], [1.819, 0.955, -4.457], [1.224, 1.034, -3.064], [1.092, -0.253, -2.471], [2.127, -0.539, -1.541], [4.294, -1.191, -4.471], [2.563, -1.490, -4.242], [3.185, -0.996, -5.842], [1.211, 0.316, -5.104], [1.830, 1.960, -4.890], [0.215, 1.456, -3.136], [1.819, 1.696, -2.423], [1.954, 0.009, -0.606], [3.112, -0.283, -1.937], [2.104, -1.606, -1.328]]
}


Record 4
{
  "formula": "C6H10N",
  "method": "ωB97M-V/def2-TZVPD",
  "lumo_ev": [-4.95, -4.95],
  "total_charge": 1,
  "homo_lumo_gap_ev": [7.6, 7.6],
  "homo_energy_ev": [-12.6, -12.6],
  "species": ["C", "C", "C", "C", "C", "C", "N", "H", "H", "H", "H", "H", "H", "H", "H", "H", "H"],
  "coordinates": [[4.888, 0.343, 0.098], [1.507, 0.443, -0.243], [-1.278, 0.738, -0.363], [2.507, -0.389, 0.130], [-3.033, -1.016, -0.186], [-2.032, -0.096, 0.482], [3.812, -0.047, 0.160], [5.690, 1.073, 0.148], [1.793, 1.428, -0.540], [-1.251, 0.600, -1.389], [-0.905, 1.719, -0.114], [2.426, -1.174, 0.756], [-3.864, -0.489, -0.635], [-3.512, -1.840, 0.383], [-2.659, -1.642, -0.935], [-1.485, -0.441, 1.311], [-2.604, 0.789, 0.936]]
}


Record 5
{
  "formula": "CH3AuMgO2",
  "method": "ωB97M-V/def2-TZVPD",
  "lumo_ev": [-5.71, -8.08],
  "spin_multiplicity": 4,
  "total_charge": 1,
  "homo_lumo_gap_ev": [5.4, 7.2],
  "homo_energy_ev": [-11.1, -15.2],
  "species": ["O", "Au", "O", "C", "Mg", "H", "H", "H"],
  "coordinates": [[-0.942, 2.693, 0.453], [-1.033, 1.013, 1.194], [-0.023, 0.121, 0.125], [0.346, -1.195, -0.148], [0.248, 2.114, -0.926], [0.398, -1.367, -1.238], [1.339, -1.412, 0.287], [-0.334, -1.967, 0.252]]
}


Record 6
{
  "formula": "C2H8N3S2",
  "method": "ωB97M-V/def2-TZVPD",
  "lumo_ev": -3.98,
  "total_charge": 1,
  "homo_lumo_gap_ev": 9.0,
  "homo_energy_ev": -13.0,
  "species": ["C", "C", "N", "N", "N", "S", "S", "H", "H", "H", "H", "H", "H", "H", "H"],
  "coordinates": [[-0.657, 1.066, -0.937], [0.412, -1.319, 1.017], [-0.094, 1.763, -1.886], [-0.064, 0.949, 0.212], [1.562, -1.670, 0.468], [-2.245, 0.273, -1.223], [0.233, -1.000, 2.618], [-0.565, -1.458, 0.341], [0.879, 2.281, -1.622], [-0.604, 2.038, -2.688], [0.674, 1.650, 0.334], [-2.400, -0.038, 0.153], [2.389, -1.800, 0.948], [1.531, -2.017, -0.400], [-1.052, -0.720, 2.666]]
}


| no. | total energy (eV) |
| --- | --- |
| 1 | -82427.57191 |
| 2 | -85718.93674 |
| 3 | -25986.11907 |
| 4 | -7860.00695 |
| 5 | -14303.09150 |
| 6 | -28336.61347 |